84
Properties=species:S:1:pos:R:3 method="wB97M-V/def2-TZVPD" max_force_ev_per_a=13.3 e_lumo_ev=-0.11 homo_ha=-0.325 smiles="NC(N)=O.NC(N)=O.NC(N)=O.CC(C)O.CC(C)O.CC(C)O.CC(C)O.CO.CO" charge=0 orbital_gap_ev=8.745
N -0.50149 -0.54869 -5.05919
C -1.10071 -0.61065 -3.90995
N -0.72635 -1.57198 -3.13052
O -1.80969 0.43073 -3.45611
H -0.70851 0.31640 -5.53295
H -0.00416 -1.32869 -5.50372
H -1.02576 -1.50959 -2.18942
H -0.33399 -2.45150 -3.52967
N -1.24660 -2.79165 1.93817
C -2.16784 -2.38549 2.80622
N -1.81912 -1.36599 3.59023
O -3.45626 -2.98835 2.85506
H -1.36056 -3.61827 1.36021
H -0.38422 -2.25675 1.89501
H -2.43572 -0.99168 4.25172
H -0.90420 -0.92995 3.50486
N 2.20629 3.48752 -0.99721
C 2.17315 4.06378 0.15025
N 3.25739 3.88828 0.79190
O 1.14086 4.90534 0.53770
H 1.55036 3.90532 -1.74932
H 2.96471 2.88385 -1.29432
H 3.40139 4.53367 1.64693
H 4.13555 3.45154 0.42404
C -0.11816 1.70072 4.44247
C -0.25226 2.53835 3.16233
C -1.30584 3.65990 3.35364
O 0.83192 3.08905 2.81810
H -1.02677 1.14062 4.52048
H 0.06791 2.27406 5.37991
H 0.66167 0.97343 4.35214
H -0.59126 1.98318 2.23664
H -0.89698 4.36441 4.13461
H -2.25073 3.19399 3.60647
H -1.47407 4.24589 2.48182
H 0.70198 3.47444 1.92670
C -1.05518 -0.19628 -0.03144
C -0.38351 1.03588 -0.58248
C -1.37633 2.23136 -0.63110
O 0.59950 1.44192 0.08145
H -0.34302 -0.99392 -0.24124
H -1.91146 -0.43861 -0.63964
H -1.30736 -0.15755 1.06211
H -0.07357 0.81028 -1.54738
H -0.88220 3.20990 -0.92889
H -1.88682 2.45960 0.31828
H -2.14285 1.99342 -1.33013
H 1.08024 2.12314 -0.38935
C 2.38490 -1.27949 0.67099
C 1.97113 -0.98568 2.08101
C 2.68321 0.25400 2.62547
O 0.79151 -0.85744 2.26926
H 3.47548 -1.34674 0.57934
H 2.11170 -0.49465 -0.03308
H 2.08004 -2.18247 0.23210
H 2.41450 -1.74592 2.72456
H 2.30466 1.20444 2.19395
H 3.73181 0.11688 2.39732
H 2.65402 0.41029 3.68800
H 0.44771 -0.35421 1.53691
C -1.95014 -3.84490 -1.00688
C -2.69705 -5.05467 -0.34398
C -2.27583 -6.40366 -0.95888
O -2.45478 -5.19248 0.87456
H -0.79615 -3.89700 -1.02683
H -2.23501 -2.96170 -0.46361
H -2.22317 -3.72325 -2.06897
H -3.74455 -4.95541 -0.43860
H -1.35357 -6.81978 -0.58487
H -2.31195 -6.28950 -2.02633
H -3.04004 -7.15088 -0.76671
H -3.02288 -4.53658 1.34625
C 2.64987 -0.53374 -3.25270
O 1.95121 -1.73109 -3.05786
H 2.07438 0.25941 -2.83268
H 2.83451 -0.48380 -4.26709
H 3.63017 -0.67991 -2.79485
H 1.00744 -1.42416 -3.09377
C -0.02598 3.05533 -3.47562
O 0.64187 4.31036 -3.17666
H 0.55766 2.19350 -3.08099
H -0.05999 2.95677 -4.56427
H -1.00615 2.97652 -3.04111
H 1.29009 4.51724 -3.81882

=====

86
Properties=species:S:1:pos:R:3 method="wB97M-V/def2-TZVPD" max_force_ev_per_a=10.7 e_lumo_ev=-0.28 homo_ha=-0.310 smiles="NC(N)=O.NC(N)=O.NC(N)=O.NC(N)=O.CC(C)O.CC(C)O.CC(C)O.CC(C)O.CO" charge=0 orbital_gap_ev=8.166
N -0.73950 4.27479 2.77241
C -0.10550 3.19579 2.45341
N -0.87050 2.17879 2.36041
O 1.22450 3.15479 2.16741
H 0.01050 4.95579 2.89941
H -1.38550 4.29279 3.56541
H -0.38250 1.24579 2.33841
H -1.83750 2.18379 2.61341
N 2.03650 0.71079 1.23441
C 1.24050 -0.30721 1.04241
N 0.05950 0.07579 0.70341
O 1.63150 -1.64221 1.13841
H 3.02650 0.54279 1.38241
H 1.69350 1.64679 1.46441
H -0.51650 -0.74921 0.46141
H -0.37750 1.03579 0.61841
N -3.40350 1.46879 -2.74559
C -2.73850 0.52179 -2.23859
N -1.54150 0.88779 -1.73659
O -3.17650 -0.76321 -2.15059
H -4.43750 1.25079 -2.99159
H -3.24450 2.40979 -2.44559
H -0.87150 0.22779 -1.43759
H -1.35350 1.86279 -1.51559
N -3.06450 -3.39721 -1.48759
C -2.00950 -3.47021 -0.76559
N -1.50250 -4.68221 -0.56759
O -1.44050 -2.35721 -0.14959
H -3.30750 -2.44921 -1.68659
H -3.28950 -4.14521 -2.15259
H -0.51050 -4.53921 -0.25059
H -1.72150 -5.56321 -1.11859
C 1.67250 5.72479 -0.40659
C 0.66350 4.87079 -1.11859
C 1.08050 3.37379 -1.22059
O -0.43350 4.81079 -0.51959
H 1.32250 6.79379 -0.28259
H 2.72050 5.72479 -0.76759
H 1.76550 5.24779 0.62841
H 0.50750 5.35879 -2.11259
H 1.16750 2.91079 -0.23659
H 2.03250 3.31179 -1.70859
H 0.39450 2.86179 -1.77759
H -0.65250 5.63179 -0.05359
C -0.39150 -0.41321 4.30341
C -1.51150 -1.15321 3.63541
C -1.02850 -2.56421 3.25241
O -2.60250 -1.35821 4.23541
H -0.00050 -0.86421 5.17841
H -0.73650 0.52379 4.73741
H 0.44850 -0.19521 3.61941
H -1.73750 -0.63321 2.71541
H -0.03750 -2.51821 2.85941
H -1.71350 -3.01021 2.49441
H -0.91150 -3.27421 4.06941
H -3.14650 -0.59121 4.07641
C 1.73850 -6.17921 -0.66659
C 1.88950 -4.71221 -0.50659
C 1.50350 -4.00121 -1.80659
O 1.08350 -4.22921 0.35341
H 2.42250 -6.61621 -1.34459
H 0.70550 -6.39321 -0.92359
H 1.93450 -6.61421 0.29141
H 2.84850 -4.53421 -0.14459
H 0.43050 -4.08721 -2.12459
H 2.15650 -4.42921 -2.66859
H 1.72750 -2.92521 -1.80259
H 1.26850 -3.33221 0.58641
C 1.40850 -0.22121 -2.29459
C 2.79450 -0.55021 -1.89459
C 3.57250 -1.24221 -3.03959
O 3.41350 0.41379 -1.44759
H 0.71050 -1.01721 -1.92859
H 1.29150 -0.16221 -3.35359
H 1.02750 0.71479 -1.87959
H 2.79050 -1.30921 -1.13159
H 4.08050 -0.56621 -3.76459
H 2.93950 -1.89521 -3.61359
H 4.39550 -1.72721 -2.47659
H 2.84250 0.75379 -0.78359
C -3.03550 3.19379 0.05841
O -2.73150 3.67779 -1.23959
H -3.90350 2.48979 0.10341
H -3.21950 3.96779 0.80841
H -2.10150 2.67579 0.41941
H -1.95150 4.22879 -1.16059